Entry 1:
ORCA calculation (ωB97M-V/def2-TZVPD) on a molecular structure, C46H32F5InN6OP2SSe2.

XYZ file:
```
96
Properties=species:S:1:pos:R:3
Se -4.75661 2.68826 4.29753
S 2.52340 -0.62033 -1.57261
H -3.35864 7.99148 5.12797
H -3.99206 -4.20947 -3.62539
H -3.42166 2.47948 -2.68694
H -4.43130 6.76723 -0.57619
H 0.89518 8.66199 2.87957
C 3.36831 -0.78119 3.83157
C -0.58158 6.20640 1.08546
C -2.75728 7.11504 4.92389
C -0.25657 -3.89362 1.82816
C -0.27881 -1.25276 -5.13566
C -0.72472 5.86693 5.22021
C -3.90776 5.41413 1.00382
C 0.72705 7.68033 2.45568
H 2.09419 4.58361 2.38992
H 0.26348 5.77014 5.65092
C -2.38734 -1.59666 -2.19182
C 1.61386 6.64752 2.72774
F 0.93912 1.44415 -3.09508
C -1.39127 -1.26944 -1.13780
H -2.52990 0.43618 -2.82249
F -0.68462 1.06518 -5.19530
H -5.85997 2.75263 -0.99377
H 3.22527 -2.48534 5.12918
C -2.50576 4.95683 3.88375
H -3.38821 6.17191 1.57416
C -1.95631 2.97002 -1.20668
C -5.30717 3.49986 -0.43858
C -3.68360 -3.18798 -3.44473
C -1.23181 4.84687 4.42753
H -4.29157 6.14945 3.78230
H -2.56399 4.10096 -4.33835
H -4.85793 -2.38772 -5.05226
N -1.03516 -2.25243 -0.33074
C 1.43457 -0.86030 -2.94155
C 0.34305 -2.33135 -4.53652
C 0.32551 -2.56090 1.49692
O -0.94007 -0.06803 -1.11725
F -1.09574 -1.43654 -6.17203
C -5.20267 4.79802 -0.92607
C 2.85779 -2.00346 4.23287
H -1.41332 6.03981 0.41545
H -0.64389 3.95401 4.25269
C 1.18556 -2.12730 -3.45601
C -4.00141 4.11684 1.49037
H 2.47595 6.82308 3.35783
C -3.76689 -0.85499 -4.02145
P -3.29902 3.55022 3.07120
N -0.06324 -1.83491 0.52359
C -0.86652 3.77365 -0.89763
C 0.78429 0.20143 -3.56347
N -1.24226 0.38029 2.37015
In 0.84830 0.16054 0.07721
Se 1.97925 2.66870 0.21478
C -4.50528 5.75260 -0.20547
H -4.13484 -0.05626 -4.65302
H -2.31981 2.23601 -0.49941
C -2.79640 -2.90793 -2.41800
C 1.40156 -1.96981 2.33425
P 0.04322 3.54135 0.63371
N 1.90507 -0.78388 1.95636
H 0.48803 5.29831 -1.59346
C -4.71250 3.16021 0.76295
C -1.98661 2.40351 2.55015
C 0.29484 5.16501 1.37276
C -2.87561 -0.57346 -2.99821
H -0.61443 5.52094 -3.78555
H 3.20481 0.75670 2.32634
H -0.90837 -4.20952 1.01972
N -0.48140 1.13282 1.59750
C 1.86469 -2.60567 3.47830
H -4.81200 2.15586 1.15923
C -2.56800 3.09944 -2.44686
F 1.75771 -3.20101 -2.90744
C -3.27448 6.09013 4.15065
H -0.84646 -3.82603 2.74557
C -1.48187 7.00175 5.46341
C -0.37054 7.46045 1.63724
C -0.05813 0.02073 -4.64170
H 4.14190 -0.27666 4.39194
C -0.99467 4.81404 -3.06016
C -0.37907 4.69236 -1.82939
C -2.08996 4.01383 -3.36919
C -0.89278 2.41788 1.67510
F 0.12487 -3.56457 -4.99858
H -5.67097 5.06395 -1.86520
N -2.14403 1.12216 2.95277
C 2.85553 -0.20573 2.68189
H -1.05822 8.26714 1.41877
H -2.40358 -3.69609 -1.79124
H 0.52573 -4.63845 1.97849
C 1.39926 5.38946 2.19141
H -1.08493 7.79480 6.08449
C -4.17037 -2.16374 -4.24677
H 1.44516 -3.55449 3.77723
```

Computed properties:
* net charge: 0
* E_LUMO: -0.591 eV
* HOMO-LUMO gap: 0.26145 Eh

Here are the Mulliken charges for atoms 1 to 6, given in e: Se -0.324; S -0.257; H 0.425; H 0.407; H 0.686; H 0.415

=====

Entry 2:
ORCA calculation (ωB97M-V/def2-TZVPD) on a molecular structure, C46H33Cl2IN7O4Ta at a distorted geometry.

XYZ file:
```
94
Properties=species:S:1:pos:R:3
H -5.34491 0.30397 0.44670
C 3.43042 -2.39288 -0.74906
C 1.75733 1.11190 2.77644
C -0.63838 -0.17584 -2.15331
H -3.41991 -1.25515 3.97721
N -1.04499 -0.59613 3.19576
C -0.35256 -5.43883 0.19917
H -5.79999 3.60332 0.72334
C -0.00795 -4.80881 1.38355
H 3.34459 -3.03572 0.12175
N -3.14157 1.25493 -3.21779
Cl -5.54106 -0.11775 -2.35712
H 2.99063 4.35847 1.23386
C -1.77261 3.11187 -6.12688
H -0.21322 -3.00815 2.50847
C -2.21612 -0.48641 2.41966
N -1.06245 -2.77087 0.64210
C -0.39161 -3.49775 1.55897
O 0.68585 1.70574 -0.74586
C 1.71414 2.68010 1.09028
C -3.41049 -0.81537 2.98704
Cl -1.84725 3.88020 -1.98524
H 2.51241 0.69009 -1.82300
C -1.06951 0.98817 -4.45855
H -3.53306 3.25511 -4.89598
H 2.57974 0.37221 6.38471
H -1.34611 -1.05072 -3.90379
H -3.70678 4.63324 -0.11887
H -5.55041 -0.79206 2.68016
H 2.63834 -3.12797 4.18703
C -0.59114 2.41861 -6.35302
O 1.64914 3.72940 -1.01975
N -2.09528 0.04694 1.19366
C -2.59187 2.74426 -5.07315
C 3.50609 0.87514 4.38883
N -0.04458 -0.31347 2.58750
H 0.33159 -0.56334 -3.92449
C -1.49267 -3.44533 -0.43437
C 1.33714 2.81374 -0.33432
H -2.06969 3.91713 -6.78890
H 0.67638 0.83174 -5.69489
C 1.20966 -0.19367 3.33242
Ta 0.14425 0.05309 0.33338
C -5.67875 1.94951 -0.63413
C 2.95074 -0.30010 -1.84150
H 4.82708 -2.05080 4.76322
C 3.21061 2.97993 2.91009
C 1.25258 -0.10469 4.83264
N 2.07598 -0.73258 0.43665
C 2.81221 -0.86209 1.66004
O -1.34146 0.54629 -1.39734
H 4.59865 -3.79294 -1.86647
H -3.39507 0.28984 -3.25732
C 2.95447 -2.17286 3.77857
H 4.01433 3.53024 3.39039
C 3.67015 -0.72108 -2.95108
C -3.20082 0.32648 0.51741
C 2.40885 0.32991 5.31413
H 0.06124 2.69443 -7.17204
C -3.35335 3.13267 -1.58437
H -1.51711 -5.24257 -1.60041
H 1.35013 -2.17930 2.40071
O 0.17663 -0.98048 -1.52665
C -4.47166 0.04420 1.03412
C -1.14698 -4.75983 -0.70790
C -2.24685 1.69012 -4.23779
C -4.08081 3.71490 -0.55614
H 4.80753 -2.30865 -3.84290
C -0.25416 1.36591 -5.52414
C 2.80859 1.76130 3.39915
C 4.25294 -1.98005 -2.97145
H 4.53259 0.31526 1.28955
H -6.58219 1.46677 -0.27757
H 0.53850 -5.32832 2.16121
C -3.79281 1.95489 -2.21032
C -0.66568 -0.22865 -3.64655
C 2.05582 -1.46844 2.79653
C 4.34427 -0.23960 3.49307
I -2.95872 -2.59072 -1.66265
C 3.93757 -0.24745 2.00573
H 3.78380 -0.05259 -3.79786
C -4.96537 1.38765 -1.67583
H -0.05667 -6.46386 0.00638
C 2.82412 -1.14028 -0.74258
N 1.21351 1.56134 1.64900
H -3.07758 0.79143 -0.45253
C 2.64661 3.45189 1.71838
H 4.22881 1.42481 4.98238
C 4.10488 -1.60589 4.08368
H 0.42724 -0.46087 5.44039
C 4.13522 -2.81348 -1.86369
H 5.39090 0.04056 3.55895
C -5.24213 3.13625 -0.07881
C -4.57991 -0.55153 2.26407
```

Computed properties:
* net charge: +2
* E_LUMO: -7.516 eV
* HOMO-LUMO gap: 0.17160 Eh

Here are the Mulliken charges for atoms 1 to 6, given in e: H 0.002; C -0.188; C -0.339; C 0.779; H 0.598; N -1.604

=====

Entry 3:
ORCA calculation (ωB97M-V/def2-TZVPD) on 4 unconnected molecules or ions with the total composition C46H33ClN4O7PS at a distorted geometry.

XYZ file:
```
93
Properties=species:S:1:pos:R:3
H -3.42033 4.40172 3.74192
C -5.47155 -7.48748 -0.99074
C -3.47423 -6.02709 -1.63720
H -2.25852 -2.24268 -0.57629
C 0.01999 3.94851 2.03981
H -4.40953 -2.03646 0.63509
C 2.57529 9.23365 2.37974
C 2.53834 12.60358 0.67437
C 0.63187 12.44148 2.13420
C -2.45721 4.27172 3.26592
H -0.26144 12.88052 2.56028
H -1.21581 -7.80209 -3.43883
O 1.90757 8.59970 3.17375
H 4.36300 -7.88633 1.46210
P 3.99467 -8.46219 0.21627
N 2.60463 -4.89908 -3.24686
C -0.94572 2.95439 1.92503
H 3.02149 -2.72054 -1.48330
H -1.71200 6.17037 3.91848
O 0.42998 1.59071 0.58686
N 2.91245 -6.81907 -1.85814
C -0.99307 -5.75299 -2.84841
C -2.90792 -7.10338 -2.31838
O -3.14513 -9.32507 -3.04491
C -0.25496 5.10080 2.75850
H -8.25033 -9.01054 0.19477
C 2.16046 10.59575 1.95548
H 0.41512 10.59954 3.20609
C -3.89857 -0.15427 1.52390
H -5.18066 -10.59182 -2.33477
C -3.65526 -1.26438 0.73078
H 7.04113 7.11947 0.33460
H 5.14940 -9.15628 -0.23807
H -3.24672 -3.97279 -1.06289
H 2.91545 -1.51657 -2.79417
C -7.32222 -8.87799 -0.34642
C -6.79027 -9.93096 -1.08464
H -0.02279 -5.64686 -3.31217
C -1.56582 -4.67344 -2.18593
C -1.66256 -6.96320 -2.91913
S 2.47102 -9.59609 0.48772
C -2.80363 -4.81141 -1.58141
N 3.72405 -7.04851 -0.80618
C 4.13652 10.71810 0.41951
C -1.71218 0.70688 0.98137
H 1.87357 -5.35627 -3.77438
H -0.53541 -0.50091 -0.34057
H -4.84094 -0.05864 2.04705
O 1.14731 -2.48476 -2.37170
C 2.56941 -2.51548 -2.46508
C 1.39972 13.16636 1.22782
H 4.10387 -3.46076 -3.69780
C 4.26588 7.41594 2.25261
C -0.65238 1.74012 1.12346
H 0.98427 3.82482 1.56458
H 0.94030 -1.67483 -1.88403
H 2.46308 -3.22120 -4.45839
H -7.30832 -10.88073 -1.12332
Cl 1.82305 -7.92063 -2.51273
C -5.59468 -9.76979 -1.76580
C 5.71373 8.79936 0.32131
H 0.49657 5.87690 2.84418
C 2.92057 11.31574 1.03121
N 4.14071 -5.01866 -1.47301
C -6.66782 -7.65753 -0.30406
C -4.92510 -8.55277 -1.71311
H -7.08624 -6.83877 0.26646
H -1.04143 -3.72659 -2.13943
H 3.70533 6.87721 3.00556
C 3.17217 -5.55425 -2.26365
C 1.01099 11.15967 2.49751
C 4.56274 9.36251 0.86025
C -2.18555 3.11144 2.55096
C -1.47720 -0.40395 0.18326
C 6.14179 7.55444 0.75232
C 3.01721 -3.50569 -3.55483
C 5.42270 6.86632 1.72504
O 4.77303 11.32508 -0.41691
C -3.22031 2.04793 2.46405
O -5.28434 -5.22590 -0.37122
H 1.10677 14.17157 0.95225
C -3.62379 -8.40491 -2.41316
H 5.76582 5.89881 2.06977
O -4.28023 2.16200 3.04292
C -1.49631 5.26509 3.36534
C -2.44577 -1.38317 0.05285
H 6.27714 9.33543 -0.43117
C -4.78873 -6.16933 -0.95216
H 5.20233 -5.87530 0.19238
H 3.13169 13.16849 -0.03263
C 4.45324 -5.94397 -0.59333
C -2.93270 0.84000 1.64294
C 3.82821 8.66220 1.81866
```

Computed properties:
* net charge: +1
* E_LUMO: -3.677 eV
* HOMO-LUMO gap: 0.26348 Eh

Here are the Mulliken charges for atoms 1 to 6, given in e: H 0.470; C 0.146; C 0.030; H -0.149; C -0.716; H 0.521

=====

Entry 4:
ORCA calculation (ωB97M-V/def2-TZVPD) on 5 unconnected molecules or ions with the total composition C46H33IN2O13S at a distorted geometry.

XYZ file:
```
96
Properties=species:S:1:pos:R:3
H -0.08887 4.22842 -0.88662
H -5.38080 -0.71395 9.09626
C -4.29886 1.81261 2.23304
H 6.67435 1.99922 -1.79729
C 7.91486 2.13691 -4.65684
C -1.43475 1.25981 0.18070
N -3.07108 3.46836 2.71544
H -3.48776 -2.11083 -1.36842
C -0.82501 3.43360 -1.01278
H -2.01809 -6.59294 -3.09893
O 8.07236 3.00473 -3.82179
C -8.83999 -6.18515 -2.42742
H -0.59212 2.94822 -1.97220
C -3.63658 0.50421 8.56867
C -2.20499 4.12602 -1.09011
H -1.91716 -0.54336 1.24301
O 7.18648 -0.20738 -0.49252
O 7.39020 -0.78057 -7.46331
C 3.99419 2.09623 3.03771
C -3.20415 -3.06939 -1.78375
H 7.80084 0.50102 -3.20825
C 7.59320 -0.23721 -5.18269
C 7.54696 0.08506 -6.63044
C 5.11403 2.62279 2.43296
C -2.88557 1.08637 7.43091
C -6.39807 -6.27956 -3.10419
C -5.23881 -0.48766 6.99614
C -3.29595 -4.85081 -3.46558
H -9.83041 -8.05318 -2.31274
S -2.74473 4.87179 0.48198
H 7.48137 -1.28069 -4.91714
C -3.27850 0.89687 6.17318
H -4.43115 -2.97819 -3.50786
H 6.11355 2.33162 2.73451
C -8.91644 -7.51035 -2.51750
C 0.39532 1.66937 2.14765
O 5.03155 -0.00845 0.10976
O -3.27979 0.67354 9.71508
O 0.86097 4.92926 0.98657
C -2.21272 -3.84971 -1.00539
H -0.27427 -0.18771 2.99654
H -5.48638 -5.73864 -3.30973
H 7.98106 3.50499 -6.36638
O -4.17224 2.52892 1.11184
C 7.86886 2.46086 -6.10331
C -7.73843 -8.32511 -2.90757
C 7.69904 1.51000 -7.01861
C -4.48585 0.09576 5.85873
H -5.62582 -8.21504 -3.47841
I -2.86389 0.71405 -1.30612
C -2.30461 -5.63325 -2.68747
C -1.30332 0.35189 1.19701
H 7.92720 3.25907 -0.33928
C 7.03730 2.89371 0.17986
H 4.12075 1.37990 3.84488
C 6.21935 0.51443 -0.37569
C -3.35944 3.56148 1.46814
C 2.59609 3.40886 1.61356
H -9.68725 -5.57366 -2.14394
O -7.50394 -4.25778 -2.63427
C 6.18763 4.08863 0.69078
H -2.10293 4.96550 -1.78828
C 7.76307 0.71586 -4.27053
O 1.32037 1.65718 4.36907
C -4.84548 -0.29768 8.25226
C 6.23922 1.97812 -0.78103
O -3.75625 -5.27572 -4.50654
C -3.70623 -3.53296 -2.92535
N -3.66985 2.34567 3.21884
C -1.80244 -5.16936 -1.54611
C 0.24391 2.59249 1.12948
C -6.47390 -7.60466 -3.19439
O -4.84584 -0.07666 4.71291
H -2.74595 1.31313 5.32833
H -1.07861 -5.72470 -0.96319
O -7.80777 -9.53247 -2.98753
H 4.70681 -0.67074 -0.51176
C -0.37734 0.54208 2.20057
H -2.00783 1.66844 7.68092
O -1.75395 -3.42523 0.03386
C 1.18908 3.78158 1.19939
H -4.85189 0.89150 2.34659
C -7.57453 -5.46655 -2.71462
H -2.99192 3.50285 -1.51523
C -0.68019 2.42934 0.11096
H 5.83135 4.58280 -0.22224
C 1.46533 1.91515 3.19292
H 3.54954 4.67315 0.20060
H 6.77556 4.77682 1.30118
H 7.66348 1.72626 -8.07870
C 3.70110 3.94979 0.99666
H 5.19023 2.27507 -0.90455
C 4.95138 3.53173 1.40219
C 2.74533 2.47444 2.61991
H -6.11676 -1.06973 6.74544
H 7.36416 2.26948 1.01767
```

Computed properties:
* structure (SMILES): O=C(O)CCCc1ccc2c(c1)C(=O)c1c(ccc(I)c1CCSc1nnco1)C2=O.O=C1C=CC(=O)C=C1.O=C1C=CC(=O)C=C1.O=C1C=CC(=O)C=C1.O=C1C=CC(=O)C=C1
* net charge: 0
* E_LUMO: -1.845 eV
* HOMO-LUMO gap: 0.26524 Eh

Here are the Mulliken charges for atoms 1 to 6, given in e: H 0.352; H 0.398; C -0.184; H -0.505; C 0.372; C -0.309

=====

Entry 5:
ORCA calculation (ωB97M-V/def2-TZVPD) on a molecular structure, C46H34BrN5O5PSSc at a distorted geometry.

XYZ file:
```
94
Properties=species:S:1:pos:R:3
P -17.13015 -4.15673 10.68555
H -12.47805 -1.98856 18.30587
C -12.32286 1.41728 12.46072
C -20.24973 1.65811 12.58217
C -16.31854 -1.56477 7.64824
N -16.61319 1.46788 12.01040
C -14.75211 -3.90959 14.29322
C -15.65436 -1.04560 16.18942
Sc -15.11604 -0.10606 12.78351
C -17.78484 1.33694 12.63910
H -19.54421 -0.98728 14.54135
C -13.32212 -3.04496 12.72056
N -13.25204 -0.72363 11.91609
H -18.40239 -7.03907 11.23799
H -16.56577 -1.77930 5.55009
H -19.60586 -3.09689 9.10331
C -17.46510 3.34793 10.78896
C -16.58163 -2.27479 6.50842
H -10.61757 4.31924 12.87301
O -10.98318 -0.40753 11.98492
N -13.54463 1.87563 12.68243
H -21.10709 -5.46591 13.16950
C -21.29843 -3.86259 10.20258
C -14.32127 -0.63246 15.75975
C -16.61563 -2.14723 8.90026
C -12.16495 -0.00051 12.12479
H -16.69831 -2.07998 17.78944
H -21.42888 0.35535 13.71029
C -18.95706 2.13614 12.20463
H -10.26430 1.81386 12.35393
C -13.08703 -2.11021 11.55851
C -13.31436 -1.63420 17.70868
C -18.95167 -4.23862 10.86726
C -19.42024 -4.87431 12.03196
C -17.34327 -7.05636 10.99295
C -16.99544 -3.47581 9.02364
C -13.71827 3.13657 13.05174
H -14.75689 3.42706 13.24535
N -14.54193 -3.11275 13.22047
H -11.61995 -5.04119 14.80594
H -17.24690 4.13111 10.03540
H -17.25130 -9.06477 11.55816
C -16.82807 -0.67768 15.47355
C -16.65782 -8.27011 11.15463
H -17.07358 -4.20832 5.72888
O -15.71044 0.02483 9.68077
C -14.57478 -2.14550 18.06605
C -15.29538 -8.41859 10.83167
C -21.71600 -4.52285 11.33811
O -18.04117 -0.57025 10.36273
Br -14.80759 -3.64102 19.12941
C -12.23744 -3.78206 13.24662
H -12.88944 5.09787 13.38426
H -12.24614 -0.35821 16.36669
H -21.11029 2.19625 12.17593
H -17.79358 -0.76850 16.01159
H -13.72153 -2.36614 10.69491
C -20.40491 0.53960 13.37060
C -19.92886 -3.70976 9.95028
N -16.82721 -0.17596 14.23844
H -15.62225 2.36436 10.39231
H -13.67176 -7.45479 9.80047
C -14.69493 -7.37992 10.17361
S -16.64034 -0.97012 10.19855
H -15.91908 -0.55308 7.55604
C -15.71230 -1.75391 17.41409
C -18.73522 3.22137 11.34368
C -20.78877 -5.00075 12.25500
H -19.46574 3.97667 11.13609
C -16.88398 -3.64584 6.61425
C -12.69445 4.03144 13.16661
C -16.51191 2.36897 11.01947
H -14.01249 -5.26958 15.75850
O -16.18585 -1.58398 11.52938
C -17.02012 -4.27115 7.83820
C -18.00636 0.30369 13.60345
H -11.99126 -2.16947 11.27798
C -19.30960 -0.15778 13.86468
C -11.43941 3.61925 12.84301
H -14.79173 -9.32422 11.08988
H -15.73767 -3.94973 14.70834
C -11.21200 2.31136 12.52520
C -12.45702 -4.54466 14.37772
H -22.00575 -3.43645 9.52187
H -22.78899 -4.55929 11.51141
C -16.63133 -5.92757 10.46288
H -17.19149 -5.35353 7.89271
C -13.74019 -4.63708 14.92077
H -14.83474 -5.33415 9.45435
C -13.19151 -0.81089 16.63544
C -15.32966 -6.14314 9.99630
H -11.22871 -3.55606 12.85360
H -18.68940 -5.20212 12.77529
O -14.07977 -0.22655 14.52377
```

Computed properties:
* net charge: 0
* E_LUMO: -1.009 eV
* HOMO-LUMO gap: 0.23782 Eh

Here are the Mulliken charges for atoms 1 to 6, given in e: P 0.783; H 0.408; C 0.589; C -0.819; C -0.745; N 1.515